1.
{
  "formula": "C26H64N2O11",
  "method": "ωB97M-V with the def2-TZVPD basis set",
  "elements": ["C", "C", "C", "C", "C", "C", "C", "C", "C", "N", "O", "H", "H", "H", "H", "H", "H", "H", "H", "H", "H", "H", "H", "H", "H", "H", "H", "H", "H", "H", "C", "C", "C", "C", "C", "C", "C", "C", "C", "N", "O", "H", "H", "H", "H", "H", "H", "H", "H", "H", "H", "H", "H", "H", "H", "H", "H", "H", "H", "H", "O", "C", "C", "O", "H", "H", "H", "H", "H", "H", "O", "C", "C", "O", "H", "H", "H", "H", "H", "H", "O", "C", "C", "O", "H", "H", "H", "H", "H", "H", "O", "C", "C", "O", "H", "H", "H", "H", "H", "H", "O", "H", "H"],
  "xyz": [[-26.603, -8.803, 6.241], [-28.052, -9.258, 6.404], [-28.736, -9.130, 5.032], [-28.144, -10.747, 6.819], [-27.723, -10.940, 8.265], [-28.690, -10.245, 9.209], [-28.720, -8.727, 8.835], [-29.994, -8.199, 9.511], [-27.488, -8.012, 9.442], [-28.846, -8.530, 7.394], [-29.028, -7.153, 7.069], [-26.537, -7.727, 6.439], [-25.864, -9.316, 6.860], [-26.201, -8.895, 5.227], [-29.135, -8.130, 4.849], [-28.175, -9.481, 4.170], [-29.661, -9.721, 5.056], [-29.026, -11.307, 6.510], [-27.345, -11.228, 6.236], [-27.417, -11.975, 8.444], [-26.765, -10.441, 8.452], [-28.436, -10.302, 10.266], [-29.712, -10.620, 9.111], [-29.881, -8.459, 10.567], [-30.912, -8.683, 9.184], [-30.035, -7.115, 9.409], [-27.212, -8.340, 10.445], [-27.674, -6.937, 9.481], [-26.609, -8.164, 8.815], [-29.965, -7.155, 6.846], [-16.344, -7.260, 8.107], [-17.291, -7.732, 6.998], [-17.376, -9.266, 6.995], [-18.715, -7.300, 7.381], [-19.010, -5.822, 7.118], [-18.736, -5.506, 5.656], [-17.320, -5.937, 5.195], [-17.463, -5.920, 3.671], [-16.264, -4.836, 5.512], [-16.969, -7.285, 5.633], [-15.643, -7.647, 5.306], [-16.595, -6.284, 8.530], [-16.248, -7.975, 8.923], [-15.301, -7.115, 7.792], [-17.902, -9.626, 6.113], [-16.383, -9.715, 6.851], [-17.697, -9.634, 7.968], [-19.366, -7.810, 6.657], [-19.111, -7.582, 8.355], [-19.977, -5.452, 7.468], [-18.352, -5.226, 7.768], [-18.745, -4.417, 5.560], [-19.543, -5.864, 5.019], [-17.573, -4.902, 3.282], [-18.295, -6.495, 3.262], [-16.578, -6.264, 3.124], [-16.789, -3.883, 5.481], [-15.399, -4.931, 4.861], [-15.891, -4.890, 6.541], [-15.099, -7.157, 5.948], [-22.070, -8.515, 3.441], [-21.969, -8.579, 2.043], [-21.161, -7.440, 1.417], [-21.956, -6.286, 1.076], [-22.504, -7.677, 3.717], [-21.455, -9.499, 1.779], [-22.929, -8.553, 1.518], [-20.785, -7.735, 0.432], [-20.371, -7.172, 2.123], [-21.429, -5.498, 1.217], [-24.452, -11.272, 7.456], [-24.302, -12.255, 6.455], [-24.992, -13.534, 6.875], [-24.472, -13.912, 8.147], [-23.982, -10.470, 7.163], [-24.573, -11.919, 5.442], [-23.221, -12.434, 6.340], [-24.820, -14.273, 6.091], [-26.083, -13.427, 6.907], [-24.551, -13.090, 8.655], [-23.102, -6.188, 4.414], [-24.306, -5.601, 4.912], [-24.584, -4.224, 4.388], [-23.495, -3.345, 4.497], [-22.494, -5.469, 4.205], [-25.189, -6.198, 4.686], [-24.225, -5.582, 6.002], [-25.430, -3.887, 5.009], [-24.942, -4.216, 3.352], [-23.490, -2.608, 3.892], [-21.354, -10.349, 8.972], [-21.898, -11.352, 9.819], [-21.366, -12.756, 9.477], [-22.030, -13.681, 10.353], [-21.930, -9.582, 9.052], [-21.641, -11.144, 10.863], [-22.988, -11.406, 9.751], [-20.316, -12.865, 9.733], [-21.684, -13.035, 8.471], [-22.866, -13.948, 9.961], [-22.933, -9.129, 6.614], [-21.974, -9.094, 6.499], [-23.283, -8.593, 5.889]],
  "homo_energy_ev": -8.4,
  "gap_ev": 8.55,
  "total_charge": 0,
  "smiles": "CC1(C)CCCC(C)(C)N1O.CC1(C)CCCC(C)(C)N1O.OCCO.OCCO.OCCO.OCCO.O",
  "spin_multiplicity": 1,
  "mol_weight_g_mol": 580.8
}



2.
{
  "formula": "C26H64O10",
  "method": "ωB97M-V with the def2-TZVPD basis set",
  "elements": ["C", "C", "C", "C", "O", "C", "O", "O", "C", "C", "C", "O", "H", "H", "H", "H", "H", "H", "H", "H", "H", "H", "H", "H", "H", "H", "H", "H", "C", "C", "C", "O", "H", "H", "H", "H", "H", "H", "H", "H", "C", "C", "C", "O", "H", "H", "H", "H", "H", "H", "H", "H", "C", "C", "C", "O", "H", "H", "H", "H", "H", "H", "H", "H", "C", "C", "C", "O", "H", "H", "H", "H", "H", "H", "H", "H", "C", "C", "C", "O", "H", "H", "H", "H", "H", "H", "H", "H", "C", "C", "C", "O", "H", "H", "H", "H", "H", "H", "H", "H"],
  "xyz": [[-5.750, -2.267, 2.028], [-5.499, -2.396, 0.517], [-4.089, -1.984, 0.110], [-3.757, -2.281, -1.352], [-3.996, -0.566, 0.357], [-2.776, -0.006, 0.418], [-2.488, 0.968, -0.229], [-2.009, -0.554, 1.376], [-0.608, -0.731, 1.082], [-0.302, -2.165, 0.680], [-0.221, -3.161, 1.838], [-1.359, -3.191, 2.690], [-4.852, -2.548, 2.593], [-5.982, -1.235, 2.304], [-6.574, -2.922, 2.317], [-6.221, -1.787, -0.038], [-5.613, -3.446, 0.225], [-3.386, -2.502, 0.777], [-4.377, -3.096, -1.733], [-2.708, -2.552, -1.502], [-3.960, -1.391, -1.956], [-0.040, -0.477, 1.982], [-0.300, -0.037, 0.296], [0.697, -2.162, 0.221], [-0.984, -2.519, -0.106], [0.620, -2.883, 2.482], [-0.019, -4.154, 1.421], [-2.153, -3.104, 2.156], [1.755, -6.894, -1.559], [0.395, -6.499, -1.011], [-0.735, -7.207, -1.741], [0.218, -5.080, -1.069], [1.833, -6.623, -2.614], [2.550, -6.380, -1.016], [1.916, -7.969, -1.482], [0.345, -6.738, 0.053], [-0.721, -6.944, -2.802], [-1.701, -6.913, -1.331], [-0.636, -8.290, -1.662], [0.256, -4.820, -1.996], [-1.083, 5.047, 1.883], [0.097, 4.222, 1.395], [-0.218, 2.737, 1.385], [1.262, 4.495, 2.181], [-1.339, 4.769, 2.909], [-0.840, 6.110, 1.873], [-1.962, 4.883, 1.258], [0.366, 4.540, 0.386], [-0.449, 2.388, 2.397], [0.642, 2.170, 1.025], [-1.073, 2.507, 0.750], [1.073, 4.228, 3.087], [2.682, -7.286, -6.881], [2.996, -7.186, -5.397], [4.492, -7.185, -5.129], [2.353, -8.234, -4.670], [3.077, -8.221, -7.288], [1.604, -7.277, -7.046], [3.127, -6.460, -7.435], [2.559, -6.267, -4.998], [4.940, -8.117, -5.483], [4.689, -7.103, -4.060], [4.985, -6.356, -5.639], [2.706, -9.071, -4.988], [-9.625, 1.321, 0.962], [-8.449, 0.411, 0.646], [-7.113, 1.105, 0.851], [-8.548, -0.106, -0.682], [-9.616, 2.192, 0.300], [-10.568, 0.795, 0.814], [-9.582, 1.678, 1.992], [-8.497, -0.473, 1.286], [-7.022, 1.973, 0.191], [-6.294, 0.428, 0.615], [-6.996, 1.449, 1.880], [-8.503, 0.638, -1.291], [2.386, 8.212, 0.840], [3.711, 7.493, 0.647], [3.555, 6.250, -0.212], [4.283, 7.150, 1.909], [1.672, 7.550, 1.339], [2.517, 9.098, 1.461], [1.959, 8.516, -0.116], [4.430, 8.173, 0.186], [2.873, 5.548, 0.277], [4.512, 5.745, -0.345], [3.147, 6.491, -1.196], [3.676, 6.541, 2.346], [8.442, 6.726, 1.314], [8.575, 6.850, 2.823], [8.102, 5.592, 3.534], [7.860, 7.991, 3.291], [7.389, 6.585, 1.055], [8.788, 7.635, 0.821], [9.008, 5.878, 0.924], [9.617, 7.043, 3.085], [7.046, 5.411, 3.312], [8.206, 5.701, 4.614], [8.672, 4.718, 3.215], [6.929, 7.866, 3.070]],
  "homo_energy_ev": -9.8,
  "gap_ev": 10.33,
  "total_charge": 0,
  "de_lowest_kcal_mol": 0.0,
  "smiles": "CC[C@@H](C)OC(=O)OCCCO.CC(C)O.CC(C)O.CC(C)O.CC(C)O.CC(C)O.CC(C)O",
  "spin_multiplicity": 1,
  "mol_weight_g_mol": 536.8
}



3.
{
  "formula": "C26H66BN9O8P4",
  "method": "ωB97M-V with the def2-TZVPD basis set",
  "elements": ["C", "C", "P", "C", "C", "C", "C", "B", "O", "O", "C", "O", "O", "C", "O", "H", "H", "H", "H", "H", "H", "H", "H", "H", "H", "H", "H", "C", "N", "C", "P", "O", "N", "C", "C", "N", "C", "C", "H", "H", "H", "H", "H", "H", "H", "H", "H", "H", "H", "H", "H", "H", "H", "H", "H", "H", "C", "N", "C", "P", "O", "N", "C", "C", "N", "C", "C", "H", "H", "H", "H", "H", "H", "H", "H", "H", "H", "H", "H", "H", "H", "H", "H", "H", "H", "C", "N", "C", "P", "O", "N", "C", "C", "N", "C", "C", "H", "H", "H", "H", "H", "H", "H", "H", "H", "H", "H", "H", "H", "H", "H", "H", "H", "H"],
  "xyz": [[0.381, 2.684, -0.701], [-0.352, 3.403, -1.941], [-1.687, 4.555, -1.187], [-1.425, 6.343, -1.733], [-2.650, 7.328, -1.417], [-3.317, 3.843, -1.805], [-4.542, 3.685, -1.102], [-4.863, 4.087, 0.459], [-5.776, 5.155, 0.719], [-4.283, 3.403, 1.584], [-5.650, 2.992, -2.005], [-6.822, 2.801, -1.662], [-4.994, 2.704, -3.238], [-3.666, 3.220, -3.253], [-2.875, 3.168, -4.202], [-0.131, 2.892, 0.308], [0.278, 1.548, -0.864], [1.471, 3.005, -0.707], [0.342, 3.945, -2.660], [-0.896, 2.586, -2.536], [-0.525, 6.736, -1.125], [-1.106, 6.458, -2.834], [-3.426, 7.262, -2.245], [-2.270, 8.415, -1.366], [-3.047, 7.088, -0.376], [-6.202, 5.469, -0.106], [-3.676, 4.062, 1.994], [-6.002, -0.458, 2.740], [-5.615, -0.608, 4.125], [-4.613, -1.650, 4.304], [-6.280, 0.110, 5.521], [-4.942, 0.720, 5.983], [-6.972, 1.654, 5.182], [-6.870, 2.304, 3.889], [-6.761, 2.658, 6.228], [-7.836, -0.615, 5.088], [-7.935, -2.070, 5.181], [-9.128, 0.059, 5.118], [-7.088, -0.431, 2.606], [-5.655, -1.293, 2.123], [-5.566, 0.448, 2.311], [-5.079, -2.642, 4.283], [-4.094, -1.552, 5.261], [-3.844, -1.608, 3.527], [-5.829, 2.472, 3.595], [-7.383, 3.271, 3.890], [-7.384, 1.727, 3.119], [-5.772, 3.123, 6.153], [-6.853, 2.209, 7.221], [-7.517, 3.447, 6.167], [-7.675, -2.538, 4.229], [-8.930, -2.428, 5.455], [-7.251, -2.459, 5.945], [-9.329, 0.517, 4.145], [-9.184, 0.824, 5.891], [-9.962, -0.623, 5.314], [5.272, 0.171, 0.200], [4.258, 0.569, 1.152], [4.194, 2.016, 1.312], [3.308, -0.392, 2.191], [1.969, 0.152, 1.657], [3.036, -1.965, 1.533], [3.457, -2.351, 0.202], [1.693, -2.501, 1.773], [4.806, -1.014, 2.899], [5.605, -0.074, 3.685], [5.093, -2.411, 3.197], [5.913, -0.630, 0.579], [5.951, 0.994, -0.045], [4.818, -0.148, -0.741], [5.003, 2.369, 1.962], [3.250, 2.332, 1.762], [4.269, 2.531, 0.350], [3.005, -1.719, -0.572], [3.191, -3.391, -0.012], [4.544, -2.327, 0.111], [0.964, -2.111, 1.054], [1.349, -2.248, 2.779], [1.693, -3.593, 1.704], [6.342, 0.428, 3.054], [6.150, -0.540, 4.509], [4.968, 0.695, 4.136], [5.573, -2.883, 2.335], [4.199, -2.975, 3.462], [5.782, -2.537, 4.039], [6.485, -3.849, -6.838], [6.559, -3.099, -5.604], [7.933, -2.777, -5.241], [5.328, -2.725, -4.485], [5.563, -1.205, -4.571], [3.784, -2.614, -5.248], [3.598, -2.697, -6.684], [2.923, -1.548, -4.727], [5.046, -4.464, -4.307], [6.098, -5.239, -3.650], [3.745, -5.119, -4.291], [5.840, -4.729, -6.757], [7.463, -4.233, -7.145], [6.128, -3.218, -7.655], [8.428, -3.646, -4.791], [7.978, -1.962, -4.514], [8.514, -2.453, -6.109], [4.150, -1.913, -7.216], [2.541, -2.608, -6.951], [3.890, -3.677, -7.062], [3.171, -0.574, -5.163], [3.018, -1.470, -3.640], [1.870, -1.761, -4.938], [6.807, -5.629, -4.383], [5.725, -6.092, -3.077], [6.654, -4.616, -2.941], [3.465, -5.410, -5.308], [2.962, -4.488, -3.871], [3.736, -6.038, -3.696]],
  "homo_energy_ev": -7.7,
  "gap_ev": 6.59,
  "total_charge": 0,
  "de_lowest_kcal_mol": 179.4,
  "smiles": "CCP(CC)C1=C(B(O)O)C(=O)OC1=O.CN(C)P(=O)(N(C)C)N(C)C.CN(C)P(=O)(N(C)C)N(C)C.CN(C)P(=O)(N(C)C)N(C)C",
  "spin_multiplicity": 1,
  "mol_weight_g_mol": 767.6
}